Record 1
The molecule C3H3N3O2 in a non-equilibrium geometry, computed with ωB97M-V/def2-TZVPD.

Geometry as XYZ:
```
11
C3H3N3O2 | the Open Molecules 2025 dataset | ωB97M-V/def2-TZVPD
C -1.547 -0.830 0.799
C -0.414 -0.200 0.351
C 0.753 0.935 -0.908
H -0.602 -1.929 2.146
H -2.611 -1.000 0.173
H 0.565 1.885 -2.496
N 0.692 -0.383 0.872
N 1.512 0.398 0.127
N -0.542 0.442 -0.848
O -1.518 -1.870 1.506
O 1.301 1.671 -1.798
```

Summary:
orbital gap: 7.88 eV
E_LUMO: -1.14 eV
relative energy (zero: lowest compared OMol25 entry of this formula, charge and spin): 116.0 kcal/mol
DFT total energy: -430.7361 a.u.
SMILES: O/C=C1\N=NC(O)=N1

Record 2
The molecule C24H33NO2, computed with ωB97M-V/def2-TZVPD.

Geometry as XYZ:
```
60
C24H33NO2 | the Open Molecules 2025 dataset | ωB97M-V/def2-TZVPD
C 6.886 0.351 3.232
C 5.925 -0.058 2.157
C 6.379 -0.315 0.872
C 5.528 -0.693 -0.157
C 4.166 -0.812 0.115
C 3.711 -0.573 1.404
C 4.563 -0.194 2.429
C 4.024 0.061 3.804
H 2.949 -0.098 3.830
H 4.491 -0.603 4.530
H 4.230 1.086 4.114
H 2.655 -0.685 1.596
C 3.180 -1.233 -0.946
N 1.842 -0.749 -0.659
C 0.818 -1.435 -1.414
C -0.565 -1.031 -0.908
H -1.319 -1.566 -1.487
H -0.644 -1.347 0.133
C -0.810 0.483 -0.970
C 0.400 1.196 -0.345
C 1.737 0.682 -0.868
H 2.547 1.169 -0.320
H 1.859 0.936 -1.938
H 0.320 2.266 -0.536
H 0.377 1.036 0.734
C -2.048 0.868 -0.140
C -3.381 0.336 -0.660
H -3.660 0.843 -1.591
O -4.344 0.604 0.341
C -5.637 0.246 0.122
C -6.110 -0.389 -1.022
C -7.454 -0.708 -1.128
C -8.337 -0.404 -0.110
C -7.868 0.229 1.031
C -6.533 0.551 1.149
H -6.150 1.044 2.029
H -8.548 0.471 1.834
H -9.382 -0.657 -0.202
H -7.808 -1.201 -2.022
H -5.444 -0.639 -1.833
H -3.327 -0.747 -0.840
H -1.922 0.499 0.880
H -2.113 1.955 -0.100
C -1.002 0.941 -2.425
O -1.392 2.298 -2.444
H -1.457 2.591 -3.358
H -0.066 0.811 -2.982
H -1.767 0.315 -2.908
H 0.944 -2.512 -1.269
H 0.902 -1.233 -2.499
H 3.145 -2.329 -0.969
H 3.521 -0.894 -1.940
C 6.087 -0.968 -1.523
H 7.171 -0.889 -1.513
H 5.815 -1.969 -1.856
H 5.700 -0.254 -2.251
H 7.436 -0.218 0.664
H 6.615 1.326 3.638
H 6.869 -0.364 4.054
H 7.899 0.408 2.844
```

Summary:
orbital gap: 9.01 eV
E_LUMO: 0.62 eV
relative energy (zero: lowest compared OMol25 entry of this formula, charge and spin): 0.0 kcal/mol
DFT total energy: -1139.5608 a.u.
SMILES: Cc1cc(C)c(CN2CCC(CO)(CCOc3ccccc3)CC2)cc1C

Record 3
A structure of composition C19H23Cl2NRuS in a non-equilibrium geometry, computed with ωB97M-V/def2-TZVPD.

Geometry as XYZ:
```
47
C19H23Cl2NRuS | the Open Molecules 2025 dataset | ωB97M-V/def2-TZVPD
Ru 0.659 -0.850 0.127
Cl 1.586 -2.894 -0.259
Cl -1.006 -1.913 1.361
C -0.934 -1.429 -2.709
H -1.616 -0.815 -2.063
H -0.697 -2.450 -2.291
C 1.128 -0.317 -2.133
C 0.079 -0.776 -3.419
H 0.973 0.772 -2.048
C 0.720 -1.674 -4.445
H -0.279 0.194 -3.818
C 1.789 -2.560 -3.793
H -0.042 -2.309 -4.917
H 1.193 -1.094 -5.236
C 2.965 -1.729 -3.298
H 1.373 -3.120 -2.949
H 2.155 -3.309 -4.510
C 2.595 -0.622 -2.304
H 3.717 -2.378 -2.849
H 3.486 -1.271 -4.148
H 3.072 -0.842 -1.336
H 3.113 0.300 -2.623
N -0.366 0.821 -0.025
S -0.225 2.099 1.091
C -1.918 2.223 1.611
C -2.718 1.102 1.824
C -4.060 1.298 2.170
C -4.566 2.586 2.323
C -3.742 3.704 2.128
C -2.411 3.526 1.757
C 0.512 1.046 2.316
C 1.564 0.200 1.894
C 2.219 -0.662 2.843
C 1.750 -0.666 4.144
C 0.649 0.106 4.527
C 0.037 0.978 3.620
H -1.100 1.011 -0.727
H -2.294 0.100 1.720
H -4.703 0.423 2.325
H -5.609 2.735 2.598
H -4.121 4.704 2.257
H -1.731 4.350 1.579
H 2.049 0.304 0.888
H 3.052 -1.268 2.479
H 2.258 -1.292 4.886
H 0.261 0.055 5.544
H -0.814 1.603 3.887
```

Summary:
orbital gap (spin up / spin down): 4.25 / 7.12 eV
total charge: -1
expectation value of S²: 8.786
E_LUMO (spin up / spin down): 2.75 / 2.57 eV
multiplicity: 6
relative energy (zero: lowest compared OMol25 entry of this formula, charge and spin): 4.8 kcal/mol
DFT total energy: -2205.8510 a.u.

Record 4
A cluster of 3 separate species, C5H7NO2 in total in a non-equilibrium geometry, computed with ωB97M-V/def2-TZVPD.

Geometry as XYZ:
```
15
C5H7NO2 | the Open Molecules 2025 dataset | ωB97M-V/def2-TZVPD
C -1.714 1.561 0.105
C 0.580 1.156 -0.195
C 1.306 0.148 0.043
C 0.672 -1.163 0.326
C -0.629 -0.801 0.016
H -2.228 1.340 1.023
H -2.713 1.400 -0.561
H -1.477 2.527 -0.026
H 0.667 2.292 0.497
H 3.218 0.701 -0.957
H 0.940 -2.254 0.623
H -2.565 -1.140 0.846
N -0.710 0.575 -0.099
O 2.671 -0.082 0.013
O -1.692 -1.705 -0.328
```

Summary:
orbital gap: 6.77 eV
E_LUMO: -1.27 eV
relative energy (zero: lowest compared OMol25 entry of this formula, charge and spin): 218.6 kcal/mol
DFT total energy: -399.6172 a.u.

Record 5
The ion C6H14N4O with charge +2 in a non-equilibrium geometry, computed with ωB97M-V/def2-TZVPD.

Geometry as XYZ:
```
25
C6H14N4O | the Open Molecules 2025 dataset | ωB97M-V/def2-TZVPD
C 2.169 -0.179 -0.004
C 1.431 -1.276 -0.059
C -1.012 -0.719 0.498
C 1.638 1.288 0.861
C -0.622 -0.013 -1.763
C -2.483 0.884 -0.220
N 0.125 -1.511 0.457
N -1.797 -0.850 1.599
N 2.498 2.178 0.730
N -1.225 0.157 -0.426
O 1.736 -2.464 -0.559
H 3.199 0.083 -0.440
H 0.847 1.470 1.465
H -0.203 -1.020 -2.013
H -1.544 0.078 -2.417
H 0.001 0.770 -2.074
H -2.614 1.787 -0.797
H -3.425 0.274 -0.440
H -2.295 1.242 0.842
H -0.126 -2.315 1.025
H -1.623 -1.751 2.179
H -2.803 -0.676 1.440
H 2.963 2.165 -0.213
H 2.515 3.073 1.347
H 2.649 -2.674 -1.018
```

Summary:
orbital gap (spin up / spin down): 9.11 / 9.11 eV
total charge: +2
E_LUMO (spin up / spin down): -8.24 / -8.24 eV
relative energy (zero: lowest compared OMol25 entry of this formula, charge and spin): 47.5 kcal/mol
DFT total energy: -530.5738 a.u.
SMILES: C[N+](C)=C(N)N/C(O)=C\C=[NH2+]

Record 6
A cluster of 5 separate species, CH11O4S in total in a non-equilibrium geometry, computed with ωB97M-V/def2-TZVPD.

Geometry as XYZ:
```
17
CH11O4S | the Open Molecules 2025 dataset | ωB97M-V/def2-TZVPD
C 0.803 0.991 -0.200
S -0.695 0.321 -1.073
H 1.262 0.181 0.432
H 1.557 1.258 -0.955
H 0.621 1.902 0.340
H -1.011 1.837 1.971
H -0.059 1.655 3.067
O -0.949 1.993 2.927
H -0.289 -2.216 1.421
H 1.168 -1.758 1.592
O 0.615 -2.485 1.290
H 1.163 0.501 -2.755
H 0.918 1.085 -4.017
O 1.638 0.575 -3.613
H -2.087 -1.810 0.577
H -2.028 -1.887 -0.863
O -2.627 -2.141 -0.144
```

Summary:
orbital gap: 6.78 eV
total charge: -1
E_LUMO: 3.37 eV
relative energy (zero: lowest compared OMol25 entry of this formula, charge and spin): 23.9 kcal/mol
DFT total energy: -743.8756 a.u.